A single C23H28N2O6 molecule in a non-equilibrium geometry, computed with ωB97M-V/def2-TZVPD.

Structure (XYZ):
```
59
Properties=species:S:1:pos:R:3:forces:R:3:nbo_charge:R:1
C 1.708 4.105 0.212 -0.017 0.173 0.104 -0.25
H 2.646 4.559 -0.107 -0.066 0.007 0.047 0.20
O 1.686 2.822 -0.363 -0.205 -0.367 -0.175 -0.50
C 0.564 2.060 -0.186 0.179 -0.043 -0.105 0.23
C -0.515 2.399 0.609 0.316 0.146 -0.027 -0.29
C -1.583 1.526 0.768 -0.174 -0.209 -0.126 -0.28
C -1.612 0.292 0.135 -0.091 0.280 -0.055 0.10
C -0.533 -0.032 -0.689 0.110 0.161 -0.138 -0.35
C 0.541 0.824 -0.863 0.193 0.157 -0.090 0.35
O 1.629 0.554 -1.636 -0.190 0.376 0.359 -0.51
C 1.572 -0.543 -2.520 -0.048 -0.245 -0.178 -0.26
H 0.715 -0.464 -3.196 -0.003 0.020 0.028 0.18
H 1.532 -1.499 -1.992 0.006 0.048 -0.019 0.19
H 2.493 -0.498 -3.100 -0.052 -0.061 0.023 0.21
H -0.507 -0.985 -1.186 0.008 -0.166 -0.086 0.23
C -2.682 -0.732 0.487 -0.154 -0.216 0.279 -0.11
C -2.785 -1.878 -0.532 0.221 0.215 -0.232 -0.40
C -3.237 -1.384 -1.904 -0.222 -0.208 0.049 -0.41
C -4.598 -0.704 -1.798 0.198 0.211 -0.119 -0.39
C -4.536 0.429 -0.779 -0.266 -0.179 0.089 -0.40
C -4.081 -0.101 0.578 0.198 0.231 -0.204 -0.39
H -4.103 0.704 1.314 -0.002 -0.029 0.117 0.20
H -4.782 -0.868 0.917 -0.036 -0.042 0.099 0.20
H -3.833 1.191 -1.123 -0.028 0.080 -0.017 0.20
H -5.518 0.896 -0.680 0.023 0.082 -0.018 0.21
H -4.899 -0.315 -2.772 -0.074 -0.045 -0.014 0.21
H -5.347 -1.434 -1.483 -0.078 -0.048 -0.020 0.19
H -3.294 -2.228 -2.594 0.069 0.018 -0.059 0.21
H -2.516 -0.669 -2.305 0.042 -0.020 -0.085 0.20
H -1.842 -2.421 -0.600 0.012 -0.097 0.056 0.22
H -3.528 -2.589 -0.162 0.030 -0.061 0.083 0.21
C -2.298 -1.325 1.887 -0.107 -0.083 -0.062 -0.21
N -0.895 -1.170 2.194 0.105 0.046 0.415 -0.62
C 0.037 -2.032 1.706 0.055 0.232 0.333 0.67
O -0.217 -3.179 1.401 -0.067 -0.240 -0.251 -0.62
C 1.397 -1.440 1.505 0.401 -0.001 -0.085 -0.20
C 2.233 -2.099 0.616 0.087 -0.005 0.015 -0.12
C 3.422 -1.530 0.191 -0.500 0.637 0.792 -0.06
C 3.804 -0.246 0.626 -0.200 -0.324 -0.029 0.44
C 2.993 0.370 1.584 0.283 0.095 -0.067 -0.34
C 1.823 -0.215 2.018 -0.066 -0.313 -0.092 -0.08
H 1.246 0.301 2.772 -0.073 0.099 0.029 0.21
H 3.277 1.330 1.984 0.041 0.106 -0.012 0.23
O 4.887 0.309 0.079 -0.010 -0.176 -0.009 -0.47
C 5.117 1.688 0.271 0.009 0.360 0.061 -0.26
H 5.946 1.936 -0.389 -0.056 0.016 0.070 0.21
H 4.233 2.268 -0.009 0.026 -0.015 0.025 0.20
H 5.402 1.908 1.304 -0.021 -0.019 -0.040 0.18
N 4.220 -2.256 -0.760 0.216 -0.238 -0.286 0.53
O 5.413 -2.061 -0.786 0.285 -0.067 0.016 -0.35
O 3.632 -3.039 -1.481 -0.144 -0.298 -0.322 -0.40
H 1.939 -3.067 0.235 -0.022 0.023 -0.035 0.27
H -0.611 -0.209 2.303 0.060 -0.152 -0.135 0.39
H -2.521 -2.392 1.912 -0.090 0.078 0.059 0.24
H -2.867 -0.823 2.674 -0.040 -0.039 -0.044 0.20
H -2.387 1.831 1.419 -0.129 0.011 0.070 0.21
H -0.538 3.343 1.129 0.057 0.111 0.030 0.22
H 0.875 4.721 -0.143 0.018 -0.022 0.021 0.18
H 1.683 4.060 1.306 -0.019 0.008 -0.035 0.17
```
Forces are in eV/Å.

Summary:
M in g/mol: 428.5
LUMO energy in eV: -0.16
Net charge: 0
Strongest force on any atom in eV/Å: 1.13
E_tot in eV: -39567.7902
Spin multiplicity: 1
Kohn-Sham gap in eV: 8.118
ΔE to the lowest compared entry with this formula, charge and spin in eV: 2.953